[1]
24
Properties=species:S:1:pos:R:3:forces:R:3:nbo_charge:R:1 method="wB97M-V/def2-TZVPD" relative_energy_kj_mol=77.05 multiplicity=2 e_lumo_ev="3.33 / 3.25" max_force_ev_per_a=2.5 charge=-1 e_tot_ev=-12047.537 orbital_gap_ha="0.086 / 0.291"
C 1.88824 1.24300 -1.62750 1.0073 -0.7047 0.0269 -0.4990
N 1.44486 1.51390 -0.28036 0.2692 0.5557 0.1836 -0.6499
C 0.70531 0.65999 0.53318 1.0504 0.7029 -1.8453 0.1673
C 0.97146 0.53698 1.83534 -0.4364 -0.1975 0.7963 -0.5759
C -1.51176 -2.07166 -0.86261 -0.6402 -2.2124 -0.8893 -0.6704
C -0.32736 -1.35413 -0.32972 -0.6764 -0.1743 -0.3672 -0.2014
C -0.33043 -0.02656 -0.26905 0.2372 -0.9665 1.3236 -0.2544
H 1.52147 1.98187 -2.33115 -0.0120 0.0976 -0.2606 0.1791
H 1.67005 0.23914 -1.99044 -0.6201 0.0400 0.1280 0.1972
H 3.00510 1.21675 -1.62378 -0.5197 0.4384 -0.1842 0.1676
H 2.12718 2.11881 0.14637 -0.3414 -0.0070 0.6130 0.3573
H 0.39139 -0.08868 2.50192 -0.2963 0.0833 -0.2069 0.1823
H 1.67630 1.18629 2.34586 0.2112 -0.1128 -0.3147 0.1893
H -1.94582 -2.82246 -0.17394 0.1795 0.8083 0.3057 0.2260
H -2.31210 -1.45942 -1.24679 -0.1527 0.6249 0.2267 0.2119
H -1.34487 -2.78297 -1.69390 0.6859 0.4272 -0.1274 0.1944
H 0.50144 -1.97265 0.02058 -0.1561 0.3469 0.1365 0.1899
H -1.13921 0.55047 -0.71186 0.2465 0.1595 0.2514 0.2577
H -2.06055 3.37762 0.12719 0.5050 -0.3203 -0.3250 0.3719
H -0.69966 3.22697 -0.61532 -0.2497 -0.0201 0.2014 0.3732
O -1.43114 2.70445 -0.22238 -0.3170 0.4695 0.1146 -1.4144
H -0.20992 -2.83622 2.26305 0.8202 -0.2253 0.0741 0.4661
H -1.45871 -2.12107 2.08972 -0.5435 0.3512 -0.1912 0.4742
O -1.13126 -3.02042 2.11558 -0.2509 -0.1643 0.3303 -0.9398

=====

[2]
24
Properties=species:S:1:pos:R:3:forces:R:3:nbo_charge:R:1 method="wB97M-V/def2-TZVPD" relative_energy_kj_mol=580.90 e_lumo_ev="0.65 / -0.74" max_force_ev_per_a=0.9 e_tot_ev=-12045.391 orbital_gap_ha="0.369 / 0.208"
C -1.42451 0.61684 -0.13079 -0.0973 0.2994 0.8379 0.4199
C 0.97404 0.36305 -0.35723 -0.1416 -0.7408 -0.1832 0.2317
C 0.84660 -2.00257 -0.24709 -0.1029 0.1466 0.0576 -0.4553
C -1.38225 1.87793 0.66213 -0.2487 -0.0826 -0.0566 -0.6921
C -2.04442 -0.58317 0.50570 -0.1101 0.1766 -0.0463 -0.6995
C 1.73989 0.48751 0.92415 -0.1252 -0.0305 -0.0099 -0.7218
N 0.53796 -0.73712 -0.89996 0.8890 0.1607 -0.0875 -0.3946
O -1.62639 0.82266 -1.44454 -0.0963 -0.0900 -0.5998 -0.7109
O 2.69681 -0.42982 -1.66202 0.0613 -0.0195 0.0390 -0.7685
H -1.31414 0.03010 -1.91835 -0.0257 0.1428 0.1129 0.5031
H 2.45073 -0.20410 -2.56815 -0.1048 -0.0125 -0.0608 0.4311
H 0.82618 1.26160 -0.94228 -0.0853 0.0728 0.0026 0.1972
H 0.16427 -2.17046 0.59478 0.0648 0.0157 -0.0466 0.1943
H 1.87412 -2.04363 0.10899 0.0234 -0.0039 0.0383 0.2116
H 0.69460 -2.80287 -0.96844 0.0072 0.0045 0.0265 0.2119
H -0.95524 1.70655 1.64987 0.0010 0.0063 0.0215 0.2205
H -0.81727 2.65240 0.14643 0.0226 0.0159 -0.0089 0.2261
H -2.40832 2.24751 0.80348 0.0392 0.0993 0.0480 0.2177
H -1.56239 -0.82403 1.45375 0.0022 0.0056 0.0084 0.2199
H -3.09949 -0.35898 0.72027 0.0004 -0.0979 0.0031 0.2183
H -2.00959 -1.45459 -0.14539 0.0170 -0.0225 -0.0250 0.2230
H 2.75930 0.14580 0.74086 0.0042 -0.0058 0.0219 0.2694
H 1.30553 -0.12544 1.71769 0.0110 0.0050 -0.0626 0.2202
H 1.77400 1.52486 1.25612 -0.0054 -0.0452 -0.0305 0.2267

=====

[3]
24
Properties=species:S:1:pos:R:3:forces:R:3:nbo_charge:R:1 method="wB97M-V/def2-TZVPD" smiles=C[C@H](O)N(C)C(C)(C)O relative_energy_kj_mol=115.29 e_lumo_ev=0.79 max_force_ev_per_a=0.5 e_tot_ev=-12050.216 orbital_gap_ha=0.342
C -1.07953 0.19786 0.05548 -0.1876 -0.3425 0.3592 0.4272
C 1.13570 0.44517 -1.01188 -0.3793 -0.2926 -0.2274 0.2524
C 1.00583 0.17316 1.40762 -0.1314 0.0035 -0.0460 -0.4182
C -1.33780 -1.28094 -0.30725 0.1294 0.4499 -0.0135 -0.6611
C -1.83810 0.54016 1.34564 0.2774 0.0040 -0.2970 -0.6364
C 1.97746 -0.82453 -1.16634 -0.1511 0.5036 0.0262 -0.6453
N 0.32233 0.53708 0.18683 -0.0806 0.1135 -0.1252 -0.4921
O -1.55297 1.02953 -0.99490 -0.2153 0.2022 -0.1639 -0.7282
O 2.03758 1.52758 -1.02294 0.4771 0.1820 -0.1317 -0.7321
H -2.50476 0.90504 -1.07248 0.0459 -0.0306 -0.0327 0.4679
H 1.52683 2.32953 -0.86630 -0.0788 -0.0660 0.0112 0.4769
H 0.44547 0.53252 -1.86267 0.1422 -0.0976 0.2148 0.1824
H 0.56247 0.69128 2.25586 0.0549 -0.0451 0.0689 0.2006
H 2.03526 0.51139 1.31082 0.0317 -0.0330 0.1090 0.2227
H 1.00420 -0.90687 1.60976 0.0420 -0.0327 0.0584 0.1649
H -0.83090 -1.93290 0.39885 0.0348 -0.1363 0.0943 0.2108
H -2.40415 -1.49513 -0.27249 -0.1095 -0.0689 -0.0043 0.2058
H -0.97433 -1.48630 -1.31076 0.0390 -0.0383 -0.0776 0.2169
H -2.90863 0.46607 1.16128 -0.0693 -0.0592 -0.0166 0.2061
H -1.58175 -0.14646 2.14591 -0.0227 -0.0751 0.1497 0.2136
H -1.60812 1.55823 1.64756 0.0313 0.0935 0.0419 0.2244
H 1.36173 -1.71341 -1.07424 -0.0663 -0.1081 0.0012 0.2064
H 2.44410 -0.81116 -2.14688 0.0790 -0.0649 -0.0893 0.2222
H 2.76208 -0.84689 -0.41647 0.1073 -0.0613 0.0906 0.2122

=====

[4]
24
Properties=species:S:1:pos:R:3:forces:R:3:nbo_charge:R:1 method="wB97M-V/def2-TZVPD" relative_energy_kj_mol=492.14 e_lumo_ev=0.91 max_force_ev_per_a=1.6 e_tot_ev=-12046.311 orbital_gap_ha=0.338
C 0.88892 1.05088 -0.98949 -0.0862 -0.0275 0.0047 0.2222
C -0.31776 -0.82230 2.19241 -0.0593 0.2164 -0.8182 0.1540
C 0.96964 0.89372 -2.51181 -0.0686 -0.0989 0.1683 -0.4303
C -1.22063 -1.97800 1.90210 0.1123 0.1243 -0.2278 -0.6631
C -0.73001 0.21096 3.09913 -0.1244 1.0975 -0.7496 -0.7472
C 0.76417 -0.54091 -2.99682 0.0192 0.0997 0.0268 -0.6095
N -0.47745 0.87173 -0.53609 0.1370 -0.3944 -0.1477 -0.3313
O -0.61941 0.53959 0.79790 0.1505 -0.2586 -0.0278 -0.5766
O 1.36543 2.32475 -0.58483 -0.0639 -0.1148 -0.0120 -0.7192
H 0.62837 2.94069 -0.68444 -0.0016 -0.0740 0.0220 0.4704
H -1.01109 0.22658 -1.11036 0.1215 0.0132 -0.0028 0.3350
H 1.55672 0.33224 -0.49704 -0.0017 -0.0024 -0.0374 0.1495
H 0.74696 -0.99212 2.06266 -0.1159 0.0347 -0.0702 0.2033
H 0.23652 1.56530 -2.97023 0.0035 -0.0044 0.0229 0.2018
H 1.95606 1.24965 -2.81346 -0.0326 0.0089 0.0394 0.2203
H -2.26302 -1.66108 1.86890 0.0339 0.0468 0.0020 0.2249
H -0.90154 1.01683 2.17961 -0.0632 -0.5542 1.5466 0.3761
H -0.96476 -2.46727 0.96240 -0.0064 0.0016 0.0090 0.2220
H -1.12264 -2.72187 2.70111 0.0477 0.0693 -0.0137 0.2304
H 0.05618 0.64035 3.71435 -0.1027 -0.1028 0.1305 0.2328
H -1.68672 0.05683 3.59175 0.1099 -0.0566 0.1182 0.2196
H 1.48641 -1.21508 -2.53164 -0.0166 -0.0033 0.0068 0.2051
H 0.89621 -0.60841 -4.07736 -0.0075 0.0012 0.0248 0.2161
H -0.23656 -0.91308 -2.76876 0.0150 -0.0218 -0.0148 0.1938